1.
Formula: CH6S2
Source: the OMol25 dataset
Level of theory: ωB97M-V with the def2-TZVPD basis set

```
! wB97M-V def2-TZVPD RIJCOSX def2/J DEFGRID3
* xyz 0 1
S -1.72468 -0.20670 -1.39425
S -2.46454 -2.10570 -0.88878
H -1.10812 -0.73829 -2.50150
H -2.41849 -1.79941 0.48416
C 1.48596 0.97145 0.83118
H 2.29802 0.61914 0.21706
H 1.73403 0.60592 1.81048
H 0.50873 0.53709 0.58631
H 1.68908 2.11650 0.85535
*
```

For the HOMO energy, the calculation gives -8.739 eV. The HOMO-LUMO gap comes out at 8.98 eV. Its SMILES is SS.C. For the strongest force on any atom, the calculation gives 2.3 eV Å⁻¹.

2.
Formula: C27H43N5OReSSi3
Source: the OMol25 dataset
Level of theory: ωB97M-V with the def2-TZVPD basis set

```
! wB97M-V def2-TZVPD RIJCOSX def2/J DEFGRID3
* xyz 2 4
Re -0.50011 -0.42579 -0.75281
C -3.44039 -2.52005 -3.76099
C -3.11003 -1.92894 -2.42224
O -2.17368 -1.13974 -2.28440
N -3.86023 -2.31670 -1.38350
C -3.66998 -1.76221 -0.05490
C -2.53685 -2.45479 0.66379
C -2.87469 -3.43373 1.59337
C -1.89386 -4.16532 2.23653
C -0.57733 -3.94447 1.86273
C -0.30759 -2.96558 0.92798
N -1.24781 -2.18877 0.36892
H -3.20879 -1.79865 -4.54269
H -4.48364 -2.81125 -3.83708
H -2.81866 -3.40188 -3.91909
H -4.62376 -2.95941 -1.52726
H -4.59342 -1.87805 0.51201
H -3.45991 -0.68949 -0.15803
H -3.91387 -3.61572 1.81891
H -2.14986 -4.89851 2.98453
H 0.22816 -4.50941 2.30024
H 0.70480 -2.77008 0.61059
C -0.02387 -0.24401 2.83198
Si 1.25614 0.91505 1.99796
C 2.97700 0.79192 2.80468
C 0.67120 2.70632 2.29587
C 1.31178 0.26512 0.13575
Si 1.78474 1.75865 -1.13364
C 3.10855 2.90208 -0.39055
C 0.26219 2.82780 -1.56261
C 2.40957 1.10323 -2.82195
Si 2.75661 -1.03994 -0.00803
C 2.92802 -2.40256 1.33287
C 4.53643 -0.44454 -0.30512
C 2.10303 -1.88450 -1.60674
C 2.92233 -2.63702 -2.43639
C 2.47501 -3.04973 -3.68079
C 1.19838 -2.67294 -4.07012
C 0.42435 -1.94274 -3.18953
N 0.84733 -1.57803 -1.97304
H -0.21952 0.06733 3.85300
H 0.30868 -1.27453 2.86532
H -0.97055 -0.21815 2.29573
H 2.89778 1.07504 3.84970
H 3.68027 1.47516 2.34102
H 3.40671 -0.20022 2.77415
H 0.29382 2.78415 3.31209
H -0.12639 3.01338 1.62817
H 1.47407 3.43059 2.20892
H 2.74596 3.44465 0.47356
H 3.37447 3.64014 -1.14145
H 4.01974 2.39375 -0.10197
H -0.25141 3.20439 -0.68322
H -0.45959 2.29468 -2.18166
H 0.59300 3.68871 -2.13714
H 3.14208 0.30796 -2.75601
H 2.88148 1.92963 -3.34480
H 1.59658 0.75369 -3.45211
H 2.26284 -2.26361 2.17624
H 3.94177 -2.37963 1.72102
H 2.77789 -3.40437 0.93744
H 4.96611 -0.08372 0.62366
H 4.64631 0.33955 -1.04494
H 5.15305 -1.28077 -0.62480
H 3.91413 -2.89423 -2.10009
H 3.10244 -3.63483 -4.33493
H 0.80609 -2.94394 -5.03719
H -0.56985 -1.63445 -3.48040
C -1.83103 5.59376 1.99279
C -2.64880 4.38116 1.73657
C -3.94244 4.21382 2.23798
C -4.55673 3.00048 1.97973
N -3.97643 2.05563 1.26100
C -2.77345 2.31862 0.77578
S -2.19712 1.16608 -0.39746
N -2.09398 3.42502 0.99801
H -2.41834 6.37159 2.46962
H -1.41563 5.96630 1.05911
H -0.99249 5.33403 2.63970
H -4.43379 4.98692 2.80324
H -5.54504 2.76062 2.34737
*
```

For the HOMO energy (spin up / spin down), the calculation gives -13.886 / -14.150 eV. The HOMO-LUMO gap (spin up / spin down) comes out at 6.79 / 6.96 eV. For the strongest force on any atom, the calculation gives 2.0 eV Å⁻¹.

3.
Formula: H14N2O8
Source: the OMol25 dataset
Level of theory: ωB97M-V with the def2-TZVPD basis set

```
! wB97M-V def2-TZVPD RIJCOSX def2/J DEFGRID3
* xyz 0 1
N -0.36623 -3.35731 0.45252
H -0.43574 -4.21407 -0.31226
H 0.26714 -2.72497 0.28377
H -0.08607 -3.67441 1.24370
H -1.25484 -3.07253 0.56313
N 0.41985 0.12431 0.33334
O -0.78543 0.00649 0.60930
O 0.82533 -0.57016 -0.62431
O 1.17183 1.05869 0.64943
O 1.87467 3.25049 1.94124
H 1.56653 2.39811 1.57724
H 2.16301 2.83700 2.81027
O -2.08629 2.00044 2.21991
H -1.45571 2.81360 2.19874
H -1.57620 1.43486 1.59954
O 0.60198 -2.58384 -2.72337
H 0.34325 -2.42308 -3.51033
H 0.72996 -1.70698 -2.30463
O 2.36206 2.32858 -1.93578
H 1.97793 1.81363 -1.24465
H 2.02745 1.91907 -2.66879
O -2.85194 0.86109 -0.70486
H -3.46885 1.01665 -0.00020
H -1.96369 0.46434 -0.45299
*
```

For the HOMO energy, the calculation gives -10.064 eV. The HOMO-LUMO gap comes out at 8.55 eV. For the strongest force on any atom, the calculation gives 10.0 eV Å⁻¹.

4.
Formula: C16H18N2O5S
Source: the OMol25 dataset
Level of theory: ωB97M-V with the def2-TZVPD basis set

```
! wB97M-V def2-TZVPD RIJCOSX def2/J DEFGRID3
* xyz 0 1
C 1.72821 -4.78470 -2.22706
O 2.03599 -4.27726 -0.94529
C 1.31855 -3.28294 -0.37199
C 1.76168 -2.93381 0.90455
C 1.15561 -1.93379 1.64014
C 0.07288 -1.28375 1.08958
S -0.76494 0.02627 1.95436
O 0.02816 0.46256 3.07176
O -2.13003 -0.33092 2.20879
N -0.80570 1.20735 0.74803
C -1.85242 2.18470 0.90815
C -1.62856 3.15414 2.09122
C -0.77107 4.24926 1.73082
N -0.10985 5.12839 1.41470
C 0.51300 1.68634 0.37212
C 0.52896 2.07518 -1.06741
C 0.49570 3.29823 -1.66969
C 0.48491 3.05269 -3.06546
C 0.50375 1.70121 -3.20504
O 0.52801 1.09781 -2.00225
C -0.39936 -1.60759 -0.16806
C 0.21452 -2.59424 -0.92731
O -0.19790 -2.91970 -2.18761
C -1.23348 -2.16145 -2.76964
H 2.45172 -5.58268 -2.39248
H 0.71780 -5.19460 -2.26724
H 1.84242 -4.02359 -3.00073
H 2.60827 -3.47532 1.29484
H 1.50631 -1.65284 2.61932
H -1.96001 2.74026 -0.02883
H -2.75982 1.60807 1.09619
H -1.18616 2.59909 2.92369
H -2.58859 3.56499 2.41305
H 0.83087 2.53814 0.98373
H 1.20111 0.85466 0.54293
H 0.48946 4.24902 -1.17709
H 0.46515 3.78293 -3.84769
H 0.50888 1.06941 -4.07136
H -1.24842 -1.05805 -0.53495
H -2.17833 -2.29379 -2.23430
H -1.33662 -2.54733 -3.78293
H -0.97700 -1.09900 -2.80452
*
```

For the HOMO energy, the calculation gives -8.684 eV. The HOMO-LUMO gap comes out at 9.23 eV. Its SMILES is COc1ccc(S(=O)(=O)N(CCC#N)Cc2ccco2)cc1OC. For the strongest force on any atom, the calculation gives 1.2 eV Å⁻¹.